1.
C11H11NO3 | ωB97M-V/def2-TZVPD

```
! RIJCOSX wB97M-V def2-TZVPD def2/J DEFGRID3
* xyz 0 1
C -1.160 -0.667 0.849
C -1.138 1.429 -0.143
C -1.456 2.732 -0.449
C -0.805 3.320 -1.541
C 0.067 2.502 -2.300
C 0.432 1.221 -1.909
C -0.077 0.731 -0.763
C 0.186 -0.595 0.089
C 1.553 -2.492 -0.251
C 1.429 -2.652 1.260
C 1.675 -1.268 1.829
H -2.357 0.822 1.497
H -2.284 3.339 0.069
H -1.010 4.399 -1.793
H 0.473 2.881 -3.255
H 1.121 0.657 -2.514
H 2.506 -1.961 -0.603
H 1.488 -3.438 -0.833
H 0.507 -3.120 1.615
H 2.215 -3.299 1.634
H 2.701 -1.117 1.967
H 1.162 -1.053 2.789
N -1.689 0.564 0.782
O -1.521 -1.613 1.498
O 0.442 -1.597 -0.762
O 1.212 -0.245 1.005
*
```

Results
Calculated total energy ... -706.20751 Eh
SMILES ... O=C1Nc2ccccc2C12OCCCO2
HOMO-LUMO gap ... 0.338 hartree
LUMO energy ... 0.9 eV
HOMO energy ... -8.32 eV

2.
C2H9NS2 | ωB97M-V/def2-TZVPD

```
! RIJCOSX wB97M-V def2-TZVPD def2/J DEFGRID3
* xyz 0 1
S 3.616 -0.361 -3.387
S 1.902 0.645 -2.949
H 4.401 0.387 -2.621
H 1.614 1.086 -4.231
C -0.180 0.223 1.964
N -0.768 -0.758 0.927
C -2.281 -0.525 0.921
H -0.351 -0.185 2.913
H -0.334 1.275 1.918
H 0.891 0.127 1.780
H -0.587 -0.290 0.030
H -2.610 0.469 0.723
H -2.636 -1.273 0.162
H -2.676 -0.820 1.851
*
```

Results
Calculated total energy ... -932.67084 Eh
SMILES ... CNC.SS
HOMO-LUMO gap ... 0.351 hartree
LUMO energy ... 0.3 eV
HOMO energy ... -9.20 eV

3.
CH2BrOP | ωB97M-V/def2-TZVPD

```
! RIJCOSX wB97M-V def2-TZVPD def2/J DEFGRID3
* xyz 0 1
C -0.596 0.175 0.316
O -1.353 2.456 2.634
P -1.613 2.337 1.237
Br -2.276 -0.489 0.030
H 0.111 -0.138 1.048
H -0.229 0.392 -0.669
*
```

Results
Calculated total energy ... -3029.83125 Eh
HOMO-LUMO gap (alpha / beta) ... 0.262 / 0.262 hartree
LUMO energy (alpha / beta) ... -1.0 / -1.0 eV
HOMO energy (alpha / beta) ... -8.13 / -8.13 eV

4.
C12H38N3OP2 | ωB97M-V/def2-TZVPD

```
! RIJCOSX wB97M-V def2-TZVPD def2/J DEFGRID3
* xyz -1 1
N -0.271 -0.278 -3.676
P 0.265 -1.130 -2.249
O 0.441 -2.694 -2.824
P 2.408 -0.397 -2.125
H -1.278 -0.224 -3.630
H 0.105 0.663 -3.660
H 1.161 -2.694 -3.481
H 2.885 -1.643 -2.819
H 2.274 0.296 -3.447
H 1.861 0.800 -1.425
H 2.477 -1.122 -0.825
H 3.778 0.105 -1.981
C 2.446 4.833 -1.617
C 1.339 4.971 -0.582
N 1.290 3.848 0.325
C 0.071 3.767 1.097
C -0.223 4.881 2.113
C 2.520 3.550 1.028
C 3.131 4.655 1.905
H 2.377 3.871 -2.123
H 2.358 5.626 -2.361
H 3.437 4.914 -1.169
H 0.379 5.001 -1.105
H 1.444 5.944 -0.067
H 0.066 2.801 1.608
H -0.757 3.724 0.383
H 0.418 4.816 2.992
H -1.256 4.799 2.459
H -0.103 5.873 1.676
H 3.264 3.245 0.290
H 2.352 2.658 1.634
H 3.163 5.615 1.386
H 4.158 4.390 2.163
H 2.588 4.795 2.839
C -0.321 -2.753 1.416
C -1.633 -3.436 1.778
N -2.605 -3.378 0.706
C -3.943 -3.739 1.111
C -4.201 -5.178 1.583
C -2.149 -3.897 -0.573
C -1.678 -5.357 -0.627
H -0.495 -1.740 1.059
H 0.325 -2.707 2.295
H 0.223 -3.283 0.637
H -2.073 -2.923 2.639
H -1.421 -4.469 2.109
H -4.616 -3.512 0.279
H -4.229 -3.057 1.920
H -4.181 -5.889 0.758
H -5.188 -5.244 2.048
H -3.468 -5.496 2.325
H -1.333 -3.269 -0.927
H -2.951 -3.751 -1.301
H -0.996 -5.594 0.192
H -1.133 -5.519 -1.558
H -2.503 -6.071 -0.599
*
```

Results
Calculated total energy ... -1402.11258 Eh
HOMO-LUMO gap ... 0.213 hartree
LUMO energy ... 3.0 eV
HOMO energy ... -2.84 eV